(1)
Molecular formula: C19H23N2O2S2SiTl
Method: DFT, the ωB97M-V functional and the def2-TZVPD basis

Geometry as XYZ:
```
50
Properties=species:S:1:pos:R:3:forces:R:3:nbo_charge:R:1
Tl 0.4216 2.3987 2.3910 0.2 0.0 -0.1 0.736
C -2.0162 -2.1220 1.0807 0.0 -0.1 0.1 -0.683
C -1.2698 -0.9912 1.7631 0.1 -0.1 0.2 0.280
N -1.2281 0.1774 1.2366 0.1 0.0 0.0 -0.285
N -1.9802 0.2749 0.0647 0.1 0.3 -0.1 -0.503
C -1.8300 1.3722 -0.6033 -0.2 0.1 0.1 -0.021
S -0.8220 2.7461 -0.4488 -0.1 -0.3 0.0 -0.370
S -2.9806 1.5942 -1.9961 0.3 -0.1 0.0 0.194
C -3.7718 -0.0353 -2.1583 0.0 0.0 -0.1 -0.627
C -3.3063 -0.8048 -3.3667 0.0 0.1 0.1 0.102
C -1.9887 -1.2648 -3.4366 0.0 0.0 0.0 -0.235
C -1.5393 -1.9608 -4.5482 -0.1 0.0 0.0 -0.199
C -2.3954 -2.2099 -5.6206 0.0 0.1 0.1 -0.250
C -3.7029 -1.7485 -5.5664 0.0 0.0 0.1 -0.223
C -4.1502 -1.0509 -4.4450 0.0 -0.1 0.0 -0.262
C -0.5937 -1.3065 3.0567 -0.1 -0.1 -0.2 -0.248
C -1.2453 -2.2055 3.9091 0.1 0.0 0.0 -0.120
C -0.7025 -2.6741 5.0968 0.1 0.1 -0.1 -0.373
C 0.5906 -2.2473 5.4302 -0.1 0.0 -0.1 -0.212
C 1.2696 -1.3623 4.6225 -0.1 -0.1 0.0 -0.326
C 0.7044 -0.7922 3.4287 -0.1 0.2 0.1 0.423
O 1.3430 0.1026 2.7906 0.0 -0.2 -0.1 -0.773
H -1.5983 -2.2813 0.0876 0.0 0.0 -0.1 0.226
H -1.9310 -3.0473 1.6464 0.0 0.0 -0.1 0.203
H -3.0682 -1.8700 0.9342 0.0 0.0 0.0 0.218
H -3.4883 -0.5421 -1.2335 -0.1 -0.1 0.0 0.280
H -4.8529 0.1150 -2.1820 0.0 -0.1 0.0 0.203
H -1.3196 -1.0407 -2.6119 0.0 0.0 0.0 0.239
H -0.5117 -2.3032 -4.5837 0.0 0.0 0.0 0.205
H -2.0405 -2.7483 -6.4918 0.0 0.0 0.0 0.196
H -4.3783 -1.9278 -6.3974 0.0 0.0 0.0 0.194
H -5.1754 -0.6902 -4.4051 0.1 0.0 0.0 0.197
H -2.2344 -2.5524 3.6266 0.0 0.0 0.0 0.175
H -1.2565 -3.3541 5.7323 0.0 0.0 0.0 0.181
H 1.0636 -2.6157 6.3362 0.0 0.0 0.0 0.179
H 2.2665 -1.0211 4.8824 0.0 0.0 0.0 0.199
C 5.3954 3.5903 1.2258 0.2 0.1 0.2 -1.133
Si 3.7698 2.8962 0.5220 -0.1 -0.1 0.0 1.937
C 3.5420 3.8289 -1.1069 -0.2 0.2 -0.2 -1.143
C 4.1673 1.1134 0.0595 -0.1 -0.3 0.0 -1.147
O 2.5405 3.0415 1.5099 0.0 0.1 0.1 -1.366
H 6.2131 3.5248 0.4902 -0.1 0.0 0.1 0.199
H 5.6995 3.0392 2.1280 -0.1 0.1 -0.2 0.215
H 5.2689 4.6464 1.5056 0.0 -0.2 0.0 0.211
H 4.3874 3.7048 -1.7993 -0.1 0.0 0.1 0.197
H 3.4241 4.9007 -0.8928 0.0 -0.1 -0.1 0.211
H 2.6239 3.4913 -1.6084 0.2 0.1 0.1 0.238
H 5.0477 1.0126 -0.5896 -0.1 0.0 0.1 0.195
H 3.3035 0.6597 -0.4455 0.1 0.1 0.1 0.234
H 4.3356 0.5395 0.9807 0.0 0.0 -0.2 0.230
```
Forces are in eV/Å.

As for the HOMO energy: -1.21 eV. As for the net charge: -2. As for the spin multiplicity: 1.


(2)
Molecular formula: C9H14
Method: DFT, the ωB97M-V functional and the def2-TZVPD basis

Geometry as XYZ:
```
23
Properties=species:S:1:pos:R:3:forces:R:3:nbo_charge:R:1
C -0.0717 -0.2321 -2.7366 2.7 1.8 2.3 -0.644
C -0.5524 0.1069 -1.2568 -0.4 -1.2 -3.7 0.035
C -1.6835 -0.6786 -1.0853 -1.9 0.6 1.5 -0.248
C -2.6356 -0.3091 -0.0993 1.0 -1.2 -1.4 -0.180
C -2.3713 0.8688 0.5810 -2.7 -1.9 1.5 -0.247
C -1.1082 1.3520 0.5840 0.6 1.6 1.6 -0.182
C -0.1106 1.0029 -0.2824 -3.4 -1.7 -1.0 -0.264
H 0.1606 0.5828 -3.4399 -0.5 0.3 0.6 0.219
H -0.7266 -0.9144 -3.2543 0.3 -0.5 0.3 0.218
H 0.9417 -0.5119 -2.3913 -0.1 -1.2 -1.4 0.226
H -1.9760 -1.4598 -1.8125 0.5 0.5 0.6 0.209
H -3.4750 -1.0175 0.0494 0.2 1.1 0.0 0.216
H -3.1805 1.1903 1.2584 0.8 0.3 -0.2 0.214
H -0.8430 2.0932 1.3309 -0.2 0.2 0.0 0.206
H 0.6723 1.6295 -0.1543 3.1 1.2 -0.7 0.223
C 2.9829 -0.4818 1.2831 1.0 -2.2 -2.3 -0.617
C 3.6367 -1.0234 2.5286 1.5 -4.0 -0.7 -0.615
H 3.1167 -1.3020 0.4027 -0.2 1.9 1.9 0.197
H 1.9274 -0.4892 1.4020 -1.0 0.8 0.0 0.215
H 3.4122 0.4293 0.8781 -0.2 0.2 0.2 0.210
H 2.9083 -1.5321 3.1722 -0.1 -0.5 -0.6 0.206
H 4.4557 -1.8768 2.1713 -2.0 2.2 1.3 0.192
H 4.0884 -0.4549 3.2899 1.0 1.7 0.2 0.212
```
Forces are in eV/Å.

As for the HOMO energy: -8.79 eV. As for the spin multiplicity: 1. The SMILES is Cc1ccccc1.CC.


Table of lowest unoccupied orbital energy (eV), in record order: 4.3 0.9
Table of ΔE to the lowest compared entry with this formula, charge and spin (eV), in record order: 0.2026 2.8514
Table of orbital gap (eV), in record order: 5.5 9.7